<A>
{
  "formula": "C9H14O",
  "method": "ωB97M-V with the def2-TZVPD basis set",
  "homo_ev": -8.37,
  "orbital_gap_ev": 9.18,
  "smiles": "Cc1ccc(O)cc1.CC",
  "species": ["C", "C", "C", "C", "C", "O", "C", "C", "H", "H", "H", "H", "H", "H", "H", "H", "C", "C", "H", "H", "H", "H", "H", "H"],
  "xyz": [[-0.53, -1.91, 2.53], [-0.03, -0.74, 1.73], [0.72, -0.98, 0.58], [1.30, 0.01, -0.22], [0.96, 1.29, 0.19], [1.58, 2.40, -0.34], [0.02, 1.60, 1.15], [-0.45, 0.57, 1.95], [0.15, -2.23, 3.31], [-0.74, -2.75, 1.86], [-1.49, -1.64, 2.99], [0.63, -1.98, 0.13], [2.00, -0.10, -1.04], [2.07, 2.31, -1.17], [-0.27, 2.63, 1.26], [-1.26, 0.72, 2.66], [-2.02, -0.45, -3.41], [-0.79, -1.14, -2.74], [-1.74, 0.43, -3.97], [-2.42, -1.17, -4.13], [-2.76, -0.19, -2.66], [0.21, -0.82, -3.06], [-0.80, -2.16, -3.13], [-0.94, -1.09, -1.68]]
}

---

<B>
{
  "formula": "C9H14O",
  "method": "ωB97M-V with the def2-TZVPD basis set",
  "homo_ev": -8.67,
  "orbital_gap_ev": 9.57,
  "smiles": "Cc1ccc(O)cc1.CC",
  "species": ["C", "C", "C", "C", "C", "O", "C", "C", "H", "H", "H", "H", "H", "H", "H", "H", "C", "C", "H", "H", "H", "H", "H", "H"],
  "xyz": [[-1.02, 1.49, 2.54], [-0.56, 0.99, 1.10], [-1.61, 0.91, 0.22], [-1.38, 0.49, -1.11], [-0.07, 0.48, -1.59], [0.26, 0.56, -2.93], [0.97, 0.46, -0.69], [0.70, 0.83, 0.66], [-2.07, 1.72, 2.69], [-0.15, 2.28, 2.77], [-0.99, 0.72, 3.28], [-2.76, 1.10, 0.48], [-2.14, 0.66, -1.86], [1.09, 0.23, -2.94], [2.11, 0.44, -1.00], [1.67, 0.80, 1.26], [1.62, -2.31, 0.23], [0.49, -2.84, 1.07], [1.55, -2.79, -0.66], [1.59, -1.16, 0.25], [2.62, -2.43, 0.53], [0.58, -2.44, 2.04], [0.46, -3.88, 1.27], [-0.53, -2.62, 0.71]]
}

---

Most stable of them? <A>.

---

<A>
{
  "formula": "C9H14O",
  "method": "ωB97M-V with the def2-TZVPD basis set",
  "homo_ev": -8.54,
  "orbital_gap_ev": 9.40,
  "smiles": "Cc1ccc(O)cc1.CC",
  "species": ["C", "C", "C", "C", "C", "O", "C", "C", "H", "H", "H", "H", "H", "H", "H", "H", "C", "C", "H", "H", "H", "H", "H", "H"],
  "xyz": [[-1.16, 2.23, -1.35], [-0.69, 1.22, -0.35], [0.50, 1.45, 0.40], [0.86, 0.64, 1.44], [0.03, -0.46, 1.79], [0.61, -1.48, 2.52], [-1.24, -0.55, 1.30], [-1.56, 0.34, 0.23], [-1.07, 1.87, -2.37], [-0.55, 3.14, -1.25], [-2.18, 2.57, -1.19], [1.04, 2.37, 0.20], [1.72, 0.90, 2.06], [1.27, -1.13, 3.11], [-2.05, -1.13, 1.72], [-2.44, 0.05, -0.37], [0.58, -0.94, -2.78], [1.45, -1.94, -2.01], [0.56, 0.00, -2.20], [1.14, -0.71, -3.70], [-0.42, -1.34, -2.96], [2.39, -1.44, -1.76], [1.02, -2.11, -1.01], [1.77, -2.77, -2.63]]
}

---

<B>
{
  "formula": "C9H14O",
  "method": "ωB97M-V with the def2-TZVPD basis set",
  "homo_ev": -8.48,
  "orbital_gap_ev": 9.34,
  "smiles": "Cc1ccc(O)cc1.CC",
  "species": ["C", "C", "C", "C", "C", "O", "C", "C", "H", "H", "H", "H", "H", "H", "H", "H", "C", "C", "H", "H", "H", "H", "H", "H"],
  "xyz": [[-2.43, 0.47, -2.32], [-1.63, 0.39, -1.07], [-1.86, -0.71, -0.31], [-1.23, -0.96, 0.84], [-0.13, -0.10, 1.30], [0.47, -0.53, 2.50], [-0.05, 1.08, 0.63], [-0.76, 1.30, -0.55], [-1.72, 0.60, -3.13], [-3.17, 1.21, -2.22], [-3.08, -0.35, -2.83], [-2.60, -1.48, -0.62], [-1.37, -1.84, 1.48], [0.99, 0.17, 2.85], [0.70, 1.85, 0.98], [-0.50, 2.18, -0.95], [2.66, -0.84, -0.84], [3.53, 0.08, 0.10], [2.01, -1.62, -0.31], [2.19, -0.11, -1.53], [3.19, -1.45, -1.53], [3.79, 1.08, -0.18], [2.85, 0.25, 0.99], [4.33, -0.52, 0.46]]
}

---

<C>
{
  "formula": "C9H14O",
  "method": "ωB97M-V with the def2-TZVPD basis set",
  "homo_ev": -8.39,
  "orbital_gap_ev": 9.25,
  "smiles": "Cc1ccc(O)cc1.CC",
  "species": ["C", "C", "C", "C", "C", "O", "C", "C", "H", "H", "H", "H", "H", "H", "H", "H", "C", "C", "H", "H", "H", "H", "H", "H"],
  "xyz": [[-0.67, 1.54, -2.19], [0.48, 0.90, -1.42], [0.97, 1.48, -0.24], [2.00, 0.86, 0.45], [2.56, -0.32, -0.02], [3.59, -0.92, 0.67], [2.08, -0.91, -1.18], [1.04, -0.30, -1.88], [-1.37, 1.92, -1.54], [-1.20, 0.75, -2.63], [-0.34, 2.32, -2.88], [0.52, 2.36, 0.08], [2.39, 1.33, 1.37], [3.78, -0.43, 1.51], [2.51, -1.84, -1.57], [0.65, -0.76, -2.75], [-1.75, -0.72, 1.47], [-3.01, -1.30, 2.08], [-1.74, -0.76, 0.38], [-1.63, 0.33, 1.71], [-0.90, -1.27, 1.82], [-2.98, -1.16, 3.16], [-3.10, -2.35, 1.88], [-3.88, -0.74, 1.72]]
}

---

Most stable of them? <C>.